No. 1
ORCA calculation (the ωB97M-V functional and the def2-TZVPD basis) on an isolated ion of composition C5H6N and charge +1.

## Properties
net charge	+1
2S+1	1
Kohn-Sham gap (alpha / beta)	7.9 / 9.4	eV

Each line ends with the natural charge from an NBO analysis.
Geometry (Å):
C1 -1.44 -0.50 -0.24  -0.236
C2 -0.32 -1.16 -0.11  0.289
C3 -1.04 0.82 0.21  -0.435
C4 1.57 0.21 -0.52  -0.231
C5 0.58 0.59 0.54  0.252
N1 0.88 -0.82 0.42  -0.507
H1 -2.45 -0.66 -0.41  0.278
H2 -1.14 1.47 -0.61  0.256
H3 -1.64 1.23 1.17  0.270
H4 1.07 -0.04 -1.50  0.254
H5 2.71 0.35 -0.36  0.296
H6 1.23 -1.50 1.41  0.516

No. 2
ORCA calculation (the ωB97M-V functional and the def2-TZVPD basis) on an isolated ion of composition C5H6N and charge +1.

## Properties
SMILES	C#C[C@@H](C)[N+]#C
net charge	+1
2S+1	1
Kohn-Sham gap	9.3	eV

Each line ends with the natural charge from an NBO analysis.
Geometry (Å):
C1 -0.53 1.01 -0.42  -0.026
C2 -0.92 1.28 -1.53  -0.176
C3 0.83 -0.97 -1.63  0.509
C4 0.36 0.22 0.48  -0.160
C5 -0.22 -0.44 1.68  -0.646
N1 0.75 -0.64 -0.51  -0.151
H1 -1.43 1.79 -2.30  0.264
H2 1.16 -1.32 -2.55  0.291
H3 1.20 1.03 0.55  0.316
H4 -0.26 0.14 2.67  0.278
H5 0.23 -1.33 2.00  0.255
H6 -1.16 -0.78 1.56  0.247

No. 3
ORCA calculation (the ωB97M-V functional and the def2-TZVPD basis) on an isolated ion of composition C5H6N and charge +1.

## Properties
SMILES	C=C=C1C[N+]1=C
net charge	+1
2S+1	1
Kohn-Sham gap	9.1	eV

Each line ends with the natural charge from an NBO analysis.
Geometry (Å):
C1 -1.53 -0.26 -0.02  0.102
C2 -0.27 0.22 -0.01  0.061
C3 -2.81 -0.37 0.03  -0.321
C4 2.15 -0.93 -0.04  0.129
C5 0.82 1.23 -0.03  -0.230
N1 1.18 -0.15 0.12  -0.240
H1 -3.31 -0.48 0.94  0.257
H2 -3.42 -0.38 -0.88  0.264
H3 2.22 -1.98 0.11  0.237
H4 3.07 -0.48 -0.25  0.207
H5 0.71 1.88 0.97  0.276
H6 1.19 1.70 -0.94  0.256

So what do the calculations give for energy above the lowest of the compared OMol25 structures with the same formula, charge and spin? Going down the list: 823.7 535.2 468.8 kJ/mol.
So what do the calculations give for molar mass? Going down the list: 80.11 80.11 80.11 g mol⁻¹.
So what do the calculations give for max |F|? Going down the list: 5.1 7.7 4.2 eV/Å.